The following is a quantum chemistry calculation of a molecular structure, C35H30Cl44F3NO4S2, from the OMol25 dataset.

Geometry as XYZ:
```
119
Properties=species:S:1:pos:R:3
C 3.9516 -0.5698 0.6766
C 2.8312 -1.6289 0.4312
C 2.8043 -2.9084 1.1553
C 3.8725 -3.3849 2.1920
C 5.3738 -3.1925 1.7344
C 5.6685 -3.6097 0.2464
O 6.8534 -2.9114 -0.2290
C 1.7040 -3.8495 0.8666
C 0.6201 -3.5423 -0.0912
C 0.6761 -2.2655 -0.7695
C 1.7817 -1.2997 -0.5412
N 1.8476 -0.0331 -1.2611
C 2.3249 -0.2197 -2.6407
F 3.5711 0.3939 -2.7073
F 2.5506 -1.5300 -2.9762
F 1.4697 0.2804 -3.5885
C 0.5916 0.7159 -1.2051
C 0.6600 2.1439 -0.7877
O 1.9011 2.6538 -0.4630
C 2.0040 4.0723 -0.7010
C 2.1137 4.4847 -2.2153
C 2.8233 3.4256 -3.1380
C 2.8828 5.8721 -2.4194
C 2.1905 7.0516 -1.6121
C 4.3934 5.8237 -1.9637
C -0.6102 2.8613 -0.7201
C -1.8928 2.2115 -1.0501
C -3.1745 3.1167 -0.8880
S -3.3335 3.3675 0.9586
O -2.7794 4.6781 1.3569
O -2.5119 2.3454 1.6634
C -1.9733 0.8023 -1.4640
C -0.7044 0.0795 -1.5260
S -0.5867 -1.6977 -1.9659
H 3.5057 0.4392 0.4416
H 4.1616 -0.5413 1.7877
H 4.9055 -0.7654 0.1266
H 3.6650 -2.8800 3.1825
H 3.7034 -4.4889 2.3667
H 5.6672 -2.1290 1.9753
H 6.0097 -3.8314 2.4163
H 5.9180 -4.7016 0.2039
H 4.8551 -3.3504 -0.4802
H 6.9754 -2.0999 0.2897
H 1.7015 -4.8324 1.4057
H -0.2058 -4.2606 -0.3015
H 2.9674 4.3991 -0.2112
H 1.2072 4.6776 -0.1803
H 1.0837 4.6693 -2.6496
H 2.7435 3.7761 -4.2082
H 2.2476 2.4711 -3.0663
H 3.8960 3.2327 -2.8924
H 2.8869 6.1892 -3.5015
H 2.9088 7.8527 -1.2865
H 1.6195 6.7123 -0.7079
H 1.4410 7.5548 -2.2859
H 4.5012 5.7883 -0.8402
H 4.9282 6.7599 -2.3013
H 4.9823 4.9629 -2.3708
H -0.6374 3.9288 -0.4042
H -4.1198 2.6076 -1.2212
H -2.9747 4.0915 -1.3947
H -4.6327 3.1978 1.4030
H -2.9401 0.3055 -1.7088
C -6.5001 0.8013 -3.4677
Cl -6.5295 -0.8993 -3.9639
Cl -4.8973 1.1997 -2.8163
Cl -6.8431 1.8321 -4.8665
Cl -7.7217 1.0765 -2.2129
C -9.8088 3.7761 0.4430
Cl -8.1441 4.3776 0.5696
Cl -10.3084 3.0904 1.9982
Cl -10.8884 5.1125 0.0116
Cl -9.8891 2.5241 -0.8103
C -0.4743 -2.9402 4.2230
Cl 0.4333 -3.5278 2.8022
Cl 0.6374 -2.7348 5.5918
Cl -1.2296 -1.3844 3.8356
Cl -1.7311 -4.1182 4.6512
C 6.1494 3.9913 1.9239
Cl 6.9895 2.7143 2.8202
Cl 4.6961 3.3241 1.1575
Cl 5.6874 5.2886 3.0400
Cl 7.2217 4.6381 0.6705
C -4.4311 -1.7183 0.8298
Cl -4.6466 -3.1850 1.8037
Cl -4.2574 -0.3152 1.8990
Cl -2.9737 -1.8769 -0.1682
Cl -5.8452 -1.4905 -0.2206
C -2.9716 -8.0816 3.3613
Cl -2.7755 -9.7619 3.9144
Cl -3.3887 -7.0558 4.7447
Cl -1.4624 -7.4990 2.6405
Cl -4.2689 -8.0056 2.1567
C 0.7476 -10.8694 0.7810
Cl 0.6960 -12.5768 0.3058
Cl 2.3332 -10.4995 1.4838
Cl 0.4817 -9.8505 -0.6457
Cl -0.5186 -10.5485 1.9787
C 8.4867 0.7837 -0.6373
Cl 7.6587 0.0089 0.7291
Cl 7.2840 1.3769 -1.7957
Cl 9.4532 2.1421 -0.0370
Cl 9.5442 -0.3937 -1.4319
C -2.4667 3.7616 5.3640
Cl -2.1150 3.5403 7.0887
Cl -3.2399 2.3006 4.7268
Cl -3.5566 5.1450 5.1557
Cl -0.9579 4.0608 4.4870
C -1.4194 -3.3772 -5.9521
Cl -2.2605 -4.1725 -4.6077
Cl -2.6119 -2.7358 -7.0974
Cl -0.4290 -2.0509 -5.3242
Cl -0.3806 -4.5528 -6.7773
C -11.8847 -0.8236 1.5402
Cl -11.4939 -1.0469 3.2545
Cl -12.6778 -2.2821 0.9194
Cl -12.9732 0.5637 1.3576
Cl -10.3933 -0.5286 0.6287
```

**Net charge**: 0
**Kohn-Sham gap**: 8.285 eV
**E_LUMO**: -0.17 eV
**E_HOMO**: -8.4598 eV